# 1
14
Properties=species:S:1:pos:R:3:forces:R:3 method="wB97M-V/def2-TZVPD" charge=0 lumo_energy_ev=-1.941 homo_lumo_gap_ev=7.265 total_energy_ha=-1580.37646
C -2.319137 -3.111307 -0.009544 0.6 -0.6 0.2
C 2.710370 3.279796 -0.558911 0.1 -0.9 2.1
Si -0.139414 0.883746 0.208892 -0.3 -0.1 0.7
Si 1.983348 1.512808 -0.505571 1.2 1.4 -1.0
Cl 3.559085 0.264584 0.038299 -0.3 0.1 0.0
Cl 1.596904 1.329418 -2.521480 0.0 -0.7 -0.9
H -2.177471 -2.050659 -0.211288 0.0 -0.3 -0.7
H -1.472742 -3.477822 0.568742 -0.1 0.1 0.4
H -2.414677 -3.847745 -0.799605 0.2 0.7 -0.9
H 2.228421 4.029372 -1.144814 -0.2 0.1 -1.0
H 2.511900 3.633943 0.450093 0.2 0.3 0.6
H 3.809277 3.279390 -0.610407 -0.4 -0.1 -0.5
H 0.503576 0.410724 1.505076 -0.2 -0.1 0.1
H -3.242150 -3.241974 0.498769 -0.7 0.1 1.0

***

# 2
12
Properties=species:S:1:pos:R:3:forces:R:3 method="wB97M-V/def2-TZVPD" charge=0 lumo_energy_ev="-1.381 / -0.916" homo_lumo_gap_ev="7.793 / 8.163" total_energy_ha=-626.14058
C 1.356077 -0.529054 -1.129880 -3.4 -1.4 -0.5
C -0.796812 -0.078703 -0.013945 2.3 1.4 0.4
N -0.783056 -0.705215 1.283865 0.6 -0.4 0.1
O -0.839578 0.022064 2.268631 -0.1 -0.3 0.1
O -0.674793 -1.908892 1.320976 -0.1 -0.7 0.3
P -0.996687 1.748455 0.329392 -2.4 -1.3 -0.1
H 1.539175 -1.578095 -1.302958 -0.4 -0.2 0.0
H 1.024127 0.018226 -1.981775 0.2 0.7 -0.2
H 1.846428 -0.166105 -0.321100 1.5 1.6 1.9
H -1.380217 -0.649386 -0.657462 -1.0 -0.7 -1.2
H 0.126982 1.746180 1.033693 1.9 0.5 1.1
H -0.421644 2.080525 -0.829437 0.9 0.8 -1.8

***

# 3
96
Properties=species:S:1:pos:R:3:forces:R:3 method="wB97M-V/def2-TZVPD" charge=+1 lumo_energy_ev="-3.408 / -3.408" homo_lumo_gap_ev="5.170 / 5.160" total_energy_ha=-3165.34900 multiplicity=2
Re -0.203419 1.569898 -0.445159 0.0 0.4 -0.1
C -4.789845 3.421138 -3.025235 0.0 0.0 0.0
C -4.036106 4.293943 -4.018055 0.0 0.0 0.0
N -2.777621 3.706980 -4.483487 0.0 0.0 0.1
C -2.764444 3.021729 -5.773925 -0.1 0.0 0.0
C -2.876220 1.508056 -5.667659 0.0 0.0 0.0
C -1.633565 3.837497 -3.777722 -0.1 0.1 0.1
S -0.150582 3.276992 -4.273463 0.0 0.0 0.1
N -1.780545 4.628446 -2.635638 0.2 -0.1 -0.3
C -1.381449 4.356043 -1.468190 -0.4 -0.1 0.2
O -0.982265 3.139134 -1.061493 0.0 0.2 -0.2
C -1.495119 5.377151 -0.386977 0.1 0.0 0.0
C -2.216593 6.543210 -0.638806 0.0 0.0 0.0
C -2.341541 7.511522 0.342803 0.0 0.0 0.0
C -1.739790 7.329891 1.581667 0.0 0.0 0.0
C -1.009685 6.178750 1.832079 0.0 0.0 0.0
C -0.890539 5.201049 0.854391 -0.1 0.1 -0.1
H -5.711245 3.915255 -2.707119 0.0 0.0 0.0
H -4.179836 3.243332 -2.138633 0.0 0.0 0.0
H -5.052943 2.458307 -3.467995 0.0 0.0 0.0
H -3.820770 5.260530 -3.566757 0.0 0.0 0.0
H -4.650541 4.473626 -4.899939 0.0 0.0 0.0
H -1.838626 3.288153 -6.279966 0.0 0.0 0.0
H -3.595726 3.422949 -6.354247 0.0 0.0 0.0
H -2.026998 1.104481 -5.115770 -0.1 0.0 0.0
H -2.879193 1.067772 -6.667513 0.0 0.0 0.0
H -3.799231 1.211455 -5.164677 0.0 0.0 0.0
H -2.669499 6.676732 -1.611212 0.0 0.0 0.0
H -2.906711 8.412294 0.140742 0.0 0.0 0.0
H -1.834282 8.090338 2.347272 0.0 0.0 0.0
H -0.521155 6.040174 2.788853 0.0 0.0 0.0
H -0.298185 4.325352 1.054868 0.1 -0.2 0.0
C 6.590220 -1.925676 0.763385 0.0 0.0 0.0
C 5.726239 -2.257426 -0.442621 -0.1 0.0 0.0
N 4.343529 -1.772969 -0.288529 0.1 0.0 0.0
C 4.018131 -0.584324 -0.816850 0.1 0.0 0.0
C 2.795308 0.019887 -0.717740 0.0 0.0 0.0
C 2.675355 1.357627 -1.438245 -0.2 0.0 -0.1
O 3.695929 1.811549 -1.918328 0.0 0.1 0.0
O 1.502321 1.868246 -1.527947 0.2 0.0 0.1
C 1.788575 -0.636086 0.008203 -0.2 0.1 0.0
O 0.611987 -0.202067 0.220221 0.2 -0.4 0.1
C 2.121190 -1.924738 0.588415 0.0 0.0 0.0
C 1.144254 -2.626173 1.305358 -0.1 0.0 0.0
C 1.455381 -3.829177 1.858442 0.0 0.0 0.0
F 0.501724 -4.530342 2.506725 0.0 0.0 0.0
C 2.739898 -4.384583 1.763483 -0.1 0.0 0.0
C 3.700036 -3.699673 1.052830 0.1 0.0 0.0
C 3.401155 -2.473134 0.439826 0.0 0.0 0.0
N 3.079665 -5.632654 2.358025 0.2 -0.1 0.0
C 2.515171 -5.970985 3.651646 0.0 0.0 0.0
C 3.406786 -6.995443 4.326103 0.0 0.0 -0.1
N 3.495973 -8.209898 3.431683 0.0 0.1 0.0
C 4.007790 -7.856215 2.055962 0.0 0.0 0.1
C 3.117453 -6.778937 1.468024 -0.1 0.0 0.0
H 7.605245 -2.293151 0.608145 0.0 0.0 0.0
H 6.196207 -2.373313 1.678027 0.0 0.0 0.0
H 6.638514 -0.846097 0.911078 0.0 0.0 0.0
H 5.695436 -3.326914 -0.644007 0.0 0.0 0.0
H 6.120520 -1.787525 -1.339873 0.0 0.0 0.0
H 4.788719 -0.055852 -1.367105 0.0 0.0 0.0
H 0.145672 -2.216826 1.388011 0.0 0.0 0.0
H 4.698754 -4.113045 1.014397 -0.1 0.0 0.0
H 1.493237 -6.370905 3.580778 0.0 0.0 0.0
H 2.468692 -5.086815 4.283155 0.0 0.0 0.0
H 3.009168 -7.319364 5.285314 0.0 0.0 0.0
H 4.421006 -6.621986 4.448761 0.0 0.0 0.0
H 2.562791 -8.616685 3.340783 0.0 0.0 0.0
H 4.085620 -8.923885 3.857599 0.1 0.0 0.0
H 4.011023 -8.763934 1.456897 0.0 0.0 0.0
H 5.024759 -7.494077 2.189364 0.0 0.0 0.0
H 2.110389 -7.192868 1.289173 0.0 0.0 0.0
H 3.518376 -6.488626 0.499901 0.0 0.0 0.0
O 0.781710 1.534073 3.427139 0.1 0.0 0.0
C 0.231385 1.625020 2.358069 0.0 0.2 -0.1
O 0.788574 2.060815 1.246603 -0.1 -0.2 0.1
C -1.240389 1.284455 2.225691 0.0 0.0 -0.1
C -1.986636 1.011693 3.379136 0.0 0.0 0.0
C -3.322815 0.782875 3.248856 0.0 0.0 0.0
C -3.923872 0.841472 1.973459 0.0 0.0 0.0
C -5.312775 0.643608 1.792843 0.0 0.0 0.0
C -5.863338 0.725446 0.549121 0.0 0.0 0.0
C -5.047715 1.015371 -0.565239 0.0 0.0 0.0
C -3.703439 1.208564 -0.425472 0.0 -0.1 0.0
C -3.110466 1.114432 0.849556 0.1 0.0 0.1
N -1.754976 1.308283 1.005565 -0.1 -0.1 0.1
H -1.470895 1.006730 4.327825 0.0 0.0 0.0
H -3.941405 0.572689 4.113953 0.0 0.0 0.0
H -5.925346 0.432488 2.661867 0.0 0.0 0.0
H -6.926655 0.577378 0.411701 0.0 0.0 0.0
H -5.494770 1.089155 -1.547812 0.0 0.0 0.0
H -3.089145 1.431298 -1.284145 0.0 0.0 0.0
F -1.551323 -0.972543 -1.188518 0.0 0.0 -0.1
C -0.834043 0.031875 -1.791222 0.1 0.0 0.2
F 0.169292 -0.613541 -2.450562 -0.1 0.0 0.1
F -1.644885 0.521237 -2.759924 -0.1 0.1 0.0

***

# 4
2
Properties=species:S:1:pos:R:3:forces:R:3 method="wB97M-V/def2-TZVPD" charge=0 lumo_energy_ev=-2.523 homo_lumo_gap_ev=6.281 total_energy_ha=-75.70018
C 0.000000 0.000000 1.085048 0.0 0.0 -6.1
C 0.000000 0.000000 -1.085048 0.0 0.0 6.1

***

# 5
12
Properties=species:S:1:pos:R:3:forces:R:3 method="wB97M-V/def2-TZVPD" charge=0 smiles="O=C1CN=C(NS)O1" lumo_energy_ev=0.510 homo_lumo_gap_ev=10.257 total_energy_ha=-774.84329
O 0.871914 -0.108953 2.818653 0.0 1.9 -3.5
C 0.763288 -0.075342 1.592259 -1.9 -3.5 1.0
C 0.886744 -1.299605 0.706109 2.2 -0.8 -1.6
N 0.251806 -1.043840 -0.627293 2.8 -5.9 1.9
C -0.151679 0.061209 -0.485803 -2.5 5.6 -0.9
N -0.966713 0.669851 -1.483862 1.7 -1.2 0.4
S -1.119285 2.318745 -1.367351 -0.7 1.0 -0.5
O 0.161662 0.781628 0.688412 -0.7 1.7 0.7
H 0.623464 -2.260118 1.076955 -0.9 -0.5 0.9
H 1.951993 -1.467845 0.533091 0.3 0.2 -0.1
H -0.873293 0.208615 -2.433460 0.0 0.8 1.8
H -2.399900 2.215656 -1.017712 -0.3 0.6 0.1

***

# 6
19
Properties=species:S:1:pos:R:3:forces:R:3 method="wB97M-V/def2-TZVPD" charge=+2 lumo_energy_ev=-7.145 homo_lumo_gap_ev=9.899 total_energy_ha=-339.83229
C -1.090843 -0.124856 -0.522613 3.4 -1.9 0.5
C 0.837583 -1.256794 -0.030692 -3.3 2.5 -0.9
C -2.079834 -0.082265 0.315604 -0.5 0.0 0.5
N 1.868535 -0.566946 -0.115444 0.3 -0.4 0.0
N 2.891223 1.860297 0.056918 0.1 -0.1 0.0
N 0.424226 -2.461388 0.216322 0.1 -1.1 0.3
N -3.411373 0.519077 -0.043320 0.1 0.1 -0.1
H -1.018666 0.213927 -1.536337 -0.1 0.2 -0.4
H -2.064659 -0.454625 1.329995 -0.1 0.0 0.0
H 2.364304 0.889873 -0.030230 0.1 0.6 0.1
H 2.749545 -1.083495 -0.094155 -0.1 -0.3 0.0
H 3.641068 1.907533 -0.641627 -0.2 0.1 0.1
H 2.244899 2.633532 -0.096728 0.1 0.0 0.0
H 1.077889 -3.189498 0.493650 0.0 0.1 0.0
H -0.534652 -2.747677 0.099497 0.1 0.2 -0.1
H 3.306531 1.955284 0.988564 -0.1 0.0 -0.2
H -4.167045 -0.168446 0.086792 0.1 0.2 -0.1
H -3.624658 1.332546 0.552034 0.0 -0.2 -0.2
H -3.414069 0.823925 -1.028221 -0.1 -0.1 0.3

***

ΔE to the lowest compared entry with this formula, charge and spin
In order: 2.872; 7.614; 0.000; 4.825; 2.272; 2.719
Unit: eV